(1)
50
Properties=species:S:1:pos:R:3:mulliken_charge:R:1 method="wB97M-V/def2-TZVPD" charge=+3 e_above_lowest_kj_mol=54.03 spin_multiplicity=5 orbital_gap_ev="8.0 / 5.3" fmax_ev_per_a=0.33
C -4.25986 2.56444 -1.06624 -0.250
C -5.73705 1.39330 -2.18656 0.581
H 0.85228 -3.39971 2.68963 0.538
S -0.95753 -0.98797 -0.80756 -0.446
C 6.05691 2.11791 -0.36664 -0.437
H 3.00692 -4.71430 2.90748 0.367
C 5.43593 1.16243 -1.20614 -0.635
H -5.90224 3.53038 -1.87967 0.264
H 3.92060 -3.20470 3.01404 0.354
O 0.02607 3.35932 2.44464 -0.568
H -3.92625 -1.50104 -1.59102 0.292
C 0.40807 -1.16018 0.29197 -0.154
H 5.91695 3.14830 1.50856 0.465
C 4.28941 1.76129 1.21852 -0.158
N 1.52288 -0.40216 0.00972 0.100
N 0.34565 -2.05132 1.23314 0.089
H 3.06365 -2.53450 0.75105 0.094
C 5.48134 2.42388 0.83319 -0.672
N -3.79665 1.28637 -1.03062 -0.359
H -7.59400 1.54492 -3.27917 0.469
C -4.68893 0.54457 -1.70759 1.124
H 2.13684 -4.02422 0.64516 0.348
Cl -0.88108 2.57468 1.73423 1.783
C 3.64652 0.80935 0.36248 0.385
O -0.51013 1.12625 1.78930 -0.627
C 3.50667 -3.94091 2.32417 -1.366
C 2.53591 -3.28712 1.34470 0.134
H -0.55992 -2.50287 1.28950 0.382
C -6.78620 -0.47504 -3.15732 -0.343
O -2.24684 2.66384 2.14668 -0.522
N -5.38709 2.66889 -1.73671 0.078
C 4.22350 0.50103 -0.82878 -0.031
C -6.78810 0.92511 -2.90798 -0.811
H 1.48802 0.04357 -0.89747 0.427
O -0.84874 2.85608 0.27268 -0.703
H -3.75799 3.39814 -0.59303 0.512
C -4.71305 -0.86181 -1.96888 -0.361
H -7.60806 -0.89108 -3.72757 0.444
H 3.84652 1.95760 2.18911 0.529
H 1.72862 -1.87852 2.80045 0.273
H 4.33028 -4.41573 1.79515 0.373
C 1.38836 -2.64810 2.11363 -0.984
C -5.76058 -1.34331 -2.68854 -0.805
H 6.97664 2.58712 -0.69074 0.472
H 5.88014 0.92183 -2.16506 0.463
O 2.30399 0.04194 2.12403 -0.471
H 3.81500 -0.24163 -1.50279 0.525
H -5.83704 -2.39779 -2.91476 0.456
C 2.43648 0.12229 0.93804 0.441
Pt -2.02282 0.82917 0.12957 0.943

(2)
46
Properties=species:S:1:pos:R:3:mulliken_charge:R:1 method="wB97M-V/def2-TZVPD" charge=+3 e_above_lowest_kj_mol=0.00 spin_multiplicity=5 orbital_gap_ev="8.6 / 6.6" fmax_ev_per_a=0.17
C -4.48691 1.87259 0.97890 -0.543
H -6.92224 1.40998 -0.59095 0.412
H -7.66582 4.98820 0.29246 0.419
O -0.05969 -1.10583 -0.59992 -0.483
H -5.99987 6.45597 -0.94395 0.561
C -2.17765 2.15613 0.27626 1.935
H 4.51293 3.15549 2.00259 0.347
H 4.69565 1.82479 3.16392 0.358
H -6.19927 5.25542 1.21250 0.380
H -8.15485 2.66005 -0.66274 0.402
F -1.39058 6.02147 -2.42075 -0.221
C -2.86154 0.20803 1.77225 0.921
Pd 0.14022 0.22737 1.08696 1.015
C -2.66340 3.36818 -0.40307 0.523
C -4.49261 4.96623 -1.01236 0.846
H -3.87880 6.62806 -2.22147 0.614
N -4.90758 2.98870 0.34187 0.016
H 6.07869 2.37401 2.21746 0.332
H 1.59097 -0.70355 -1.84293 0.287
C 4.70730 1.18792 1.07717 -0.192
H 0.10297 0.23626 -2.14409 0.233
H 0.18203 -1.47490 -2.62698 0.297
C 3.28761 0.89179 0.96823 0.177
C -6.39648 3.28309 0.38000 -0.348
C -5.92489 5.36845 -0.92424 -0.950
C -1.77799 4.14705 -1.11043 -0.617
C 5.00533 2.20395 2.19237 -1.099
H -6.73696 2.76336 -1.71331 0.375
C -6.59629 4.78480 0.31024 -1.057
N 2.16870 0.65002 0.88165 -0.178
H 5.03907 1.55087 0.10148 0.301
O -0.97101 1.85953 0.18075 -1.118
H -0.72906 3.88975 -1.17754 0.614
H 0.18983 -2.01920 -0.39386 0.344
C -3.19069 1.42989 0.99951 -0.512
C -2.25382 5.31430 -1.76568 -0.086
O -3.86468 -0.29604 2.43572 -0.206
H -6.42322 5.02605 -1.84031 0.389
C -7.08145 2.48157 -0.71788 -1.198
H -6.72206 2.92717 1.35753 0.487
C 0.50523 -0.74014 -1.89373 -0.515
C -3.58272 5.71739 -1.71455 -0.719
C -4.03161 3.75475 -0.34417 0.095
O -1.76700 -0.33455 1.84254 -0.458
H -5.26994 1.32912 1.49569 0.517
H 5.21867 0.23884 1.25703 0.304

(3)
44
Properties=species:S:1:pos:R:3:mulliken_charge:R:1 method="wB97M-V/def2-TZVPD" charge=-1 e_above_lowest_kj_mol=0.00 spin_multiplicity=1 orbital_gap_ev=5.7 fmax_ev_per_a=0.20
H 0.87176 2.30199 -4.60039 0.339
O 1.99644 -0.00409 1.17805 -0.794
C -2.63063 -4.28266 -0.55984 -0.438
C -1.65245 -2.28884 0.55980 0.692
C 2.81928 2.45216 3.69432 -0.461
C 0.77361 0.23084 -1.85800 -0.442
H 0.01471 0.04289 -2.63226 0.175
C 0.60317 0.98631 2.84957 0.433
H 3.68398 3.02228 4.01425 0.343
C -4.94874 -4.11171 0.94925 -0.561
C 1.59872 2.61356 4.35516 -0.624
H 4.06666 1.32339 -1.79362 0.313
Sc 0.79060 -0.87287 -0.19413 0.680
H -5.85452 -4.04255 1.53928 0.363
C 2.94229 1.57477 2.64051 -0.368
C -0.56909 0.19361 2.52874 -0.464
H -0.39042 3.52937 -1.87677 0.342
C -3.93383 -3.18743 1.13497 -0.262
O -0.58804 -2.46212 -0.15272 -0.882
N -0.69489 -0.52670 1.48053 0.280
H -4.02593 -2.39174 1.86115 0.421
C -4.80956 -5.12556 0.00869 -0.343
H -0.43688 1.96854 4.43803 0.324
H 2.29007 3.30732 -4.25320 0.332
H -1.38177 0.17584 3.25759 0.271
H 1.12994 4.42568 -1.67661 0.362
H 3.81747 3.06371 -1.54065 0.386
H 3.88622 1.44599 2.12627 0.405
C 0.61452 3.48758 -1.45129 -1.210
N -1.82988 -1.33700 1.43499 -0.791
H 1.50585 3.30151 5.18504 0.380
Ge 1.59502 1.91545 -2.16615 0.218
H 3.33878 1.89883 -0.28940 0.002
C -2.76547 -3.26759 0.38087 0.320
C 1.84032 2.32317 -4.09547 -1.187
C -3.64814 -5.20772 -0.74548 -0.560
C 1.84399 0.82080 2.17579 0.714
H 0.51658 3.39220 -0.36753 0.332
C 3.39559 2.07062 -1.36540 -0.839
H 2.47832 1.56820 -4.55907 0.337
H -3.53396 -5.99306 -1.48263 0.373
C 0.51762 1.87205 3.93066 -0.664
H -1.71898 -4.32674 -1.13957 0.387
H -5.60480 -5.84673 -0.13574 0.366

(4)
41
Properties=species:S:1:pos:R:3:mulliken_charge:R:1 method="wB97M-V/def2-TZVPD" charge=0 e_above_lowest_kj_mol=716.16 spin_multiplicity=1 orbital_gap_ev=8.5 fmax_ev_per_a=15.03 smiles=C[N@@+]1([O-])CCN2c3ccccc3Cc3ccccc3[C@@H]2C1
C 0.15743 1.51293 1.74440 -1.200
C -0.72329 -2.51850 2.84970 -0.830
C -0.81823 -2.10442 1.47999 -0.328
C -3.28385 0.24783 -2.36930 -1.095
C 2.58189 1.58574 1.78857 -1.142
C -0.30792 -0.19365 3.50768 -1.078
H 5.13601 0.77246 -0.38638 0.345
H 1.07355 1.01320 -2.93824 0.507
C -0.69583 -0.75322 1.11464 0.198
H 2.50059 2.04627 2.75581 0.357
C 1.42524 1.27246 1.01354 1.019
N 0.45974 0.17383 -1.01841 0.494
H -0.94857 -1.94403 -1.39900 0.625
N -1.97146 -0.52762 -2.53080 1.420
H -3.83733 0.38613 -3.32762 0.333
C -0.42608 -1.51216 3.79754 -0.298
H -1.40427 1.34230 -3.06765 0.350
H -1.02227 -2.93735 0.74966 0.304
H -3.12500 1.24786 -1.97998 0.403
H 4.68348 1.71656 1.85535 0.343
H 0.30818 2.21565 2.50989 0.790
C 3.89079 1.45658 1.17681 -0.478
C -1.57982 -1.12528 -1.20744 -2.752
C 1.62229 0.64160 -0.24841 0.327
C 2.95401 0.53399 -0.82545 -0.877
O -2.34879 -1.25461 -3.35548 -0.954
H -4.01468 -0.33230 -1.78293 0.292
C -0.81016 -0.17621 -0.32098 1.444
H -1.54693 0.65214 -0.28854 0.094
H -0.49755 1.99773 0.99252 0.162
H -0.83095 0.25240 -4.20284 0.350
C 4.08492 0.88870 -0.07949 -0.680
H -0.79693 -3.62421 3.12273 0.314
H -0.10599 0.40566 4.38435 0.376
C -0.37977 0.17237 2.17007 0.853
H -2.45268 -1.51101 -0.67771 0.395
C 0.46367 0.21726 -2.44517 -0.554
C -0.90665 0.34188 -3.06077 -1.252
H 2.93646 -0.00876 -1.68451 0.592
H -0.36280 -1.80451 4.84748 0.335
H 0.91954 -0.76567 -2.66364 0.497

(5)
42
Properties=species:S:1:pos:R:3:mulliken_charge:R:1 method="wB97M-V/def2-TZVPD" charge=0 e_above_lowest_kj_mol=352.16 spin_multiplicity=1 orbital_gap_ev=8.7 fmax_ev_per_a=2.22
C 1.18538 0.99191 -0.45412 0.881
C -6.41039 -0.74224 -0.72651 -0.809
H 7.31080 -0.80196 -0.18626 0.348
H -3.73731 2.80029 0.87517 0.329
H 1.69182 1.37227 -2.50323 0.433
C 0.91059 0.87719 -1.92938 -1.582
H -1.47598 -2.68358 1.44435 0.402
C -1.99488 1.74167 0.21396 0.467
C -2.98459 2.86547 0.09174 -1.500
O 5.45786 -1.14513 -1.05662 -0.409
H -3.48677 2.83679 -0.87502 0.296
H 5.80451 -0.69301 1.62322 0.392
C -1.65332 -0.62899 0.89228 -0.841
H 2.00696 1.19705 2.07857 0.431
O -5.50438 -1.68226 -0.20611 -0.447
C -2.47992 0.36450 0.37035 0.351
C 2.73765 0.70700 1.45505 -0.767
H -6.61217 0.06262 -0.01168 0.330
H -0.04566 1.34324 -2.16068 0.370
H -0.65171 -0.38571 1.21064 0.663
C -2.12285 -1.92268 1.03372 -0.628
C 2.45609 0.52841 0.09500 0.820
H 3.23888 -0.26893 -1.75387 0.415
C 6.69758 -1.61480 -0.58931 -0.876
C -3.40805 -2.24944 0.65549 -0.553
C -3.78670 0.03393 -0.00167 -0.148
N 0.32521 1.45809 0.36761 -0.083
H 0.86918 -0.16978 -2.22784 0.311
C 3.93126 0.26712 1.98051 -0.826
C 4.61223 -0.54494 -0.16808 0.505
H -3.78824 -3.25363 0.75361 0.436
C 3.40446 -0.10100 -0.70255 -0.450
H -6.05019 -0.31176 -1.66703 0.324
H -4.42761 0.79795 -0.40866 0.424
H -2.46075 3.81346 0.17585 0.418
N -0.76781 2.08299 0.15974 -0.796
H 6.57333 -2.38911 0.17506 0.351
C 4.87827 -0.35992 1.18266 -0.511
H 4.14191 0.40922 3.03056 0.364
H -7.33083 -1.29291 -0.91464 0.232
H 7.19669 -2.04418 -1.45680 0.246
C -4.25052 -1.26523 0.13493 0.687

(6)
45
Properties=species:S:1:pos:R:3:mulliken_charge:R:1 method="wB97M-V/def2-TZVPD" charge=0 e_above_lowest_kj_mol=107.26 spin_multiplicity=1 orbital_gap_ev=9.0 fmax_ev_per_a=1.17 smiles="Cc1cc(C)c(C#N)c(SC[C@@H](O)CS(=O)(=O)Cc2ccccc2)n1"
C -2.40698 -0.26609 -5.48640 -1.746
C -1.42748 -1.00358 1.08415 -0.827
H -2.16361 0.69204 -5.93813 0.358
H 0.60148 -2.16237 -0.31240 0.172
C -1.82799 -1.63231 -3.46245 0.526
C -2.81042 -2.57626 -3.81671 -0.421
H 0.38046 -3.84690 0.27222 0.509
H 0.86049 -1.84198 2.10335 0.411
C -0.62710 0.40023 -3.83084 -0.798
C -0.81155 -2.38644 1.31677 -0.207
H -0.30489 -0.20436 3.63275 0.620
C -0.26151 0.73323 3.08579 -1.198
H -1.60108 -3.09121 1.60866 0.511
H -3.47219 -0.29571 -5.26035 0.379
C 0.96136 1.52310 3.39015 0.363
O -0.54347 1.44883 0.53556 -0.716
H -2.19746 -0.77185 1.81472 0.552
H 1.49735 1.74477 -2.94890 0.469
C -1.04343 -1.79974 -2.30953 0.212
H 2.24250 4.62193 2.95087 0.385
N -3.62151 -3.33068 -4.11631 -0.504
N -0.11788 -0.94025 -1.94253 -0.184
H 4.19850 3.53612 3.99054 0.386
H -1.17755 1.30677 3.19361 0.463
S -0.15583 0.29823 1.30517 1.295
C 0.10413 0.14612 -2.67221 0.483
H 2.02345 -0.12964 4.23950 0.362
C 2.19418 3.58253 3.23951 -0.656
C 2.07081 0.91349 3.96289 -0.236
O 0.09018 -2.36133 2.39361 -0.616
C 3.22936 1.63728 4.18173 -0.683
O 1.15388 -0.25058 1.04832 -0.748
C -0.11368 -2.90035 0.05463 -0.455
C -1.60558 -0.48939 -4.24621 1.266
H 0.71726 1.66340 -1.35358 0.161
H -0.42889 1.29196 -4.40492 0.366
H 1.97659 0.51565 -1.74390 0.323
C 1.14777 1.07738 -2.16652 -1.325
H -2.20795 -1.05843 -6.20788 0.367
S -1.28462 -3.22209 -1.29728 -0.184
H -1.83041 -0.89269 0.08267 0.407
H 4.08559 1.15646 4.63078 0.380
H 0.18067 3.33035 2.55532 0.363
C 1.03395 2.86182 3.02224 -0.185
C 3.29308 2.97257 3.82154 -0.402